[1]
{
  "formula": "C38H44GeN14O3PTi",
  "method": "ωB97M-V with the def2-TZVPD basis set",
  "fmax_ha_per_bohr": 0.011,
  "e_above_lowest_kj_mol": 0.0,
  "total_charge": -1,
  "multiplicity": 1,
  "total_energy_ha": -5734.39383,
  "gap_ev": 5.57,
  "elements": ["C", "H", "C", "N", "H", "H", "C", "H", "N", "O", "N", "H", "P", "C", "H", "C", "H", "O", "C", "H", "H", "C", "H", "C", "H", "H", "H", "H", "C", "C", "H", "C", "C", "H", "H", "N", "C", "N", "N", "N", "C", "C", "C", "H", "H", "H", "C", "C", "C", "H", "H", "H", "N", "N", "C", "H", "H", "N", "H", "C", "C", "N", "C", "H", "H", "H", "C", "H", "H", "H", "C", "C", "N", "H", "H", "H", "C", "C", "C", "H", "H", "C", "H", "N", "C", "H", "H", "Ti", "O", "C", "C", "Ge", "C", "C", "H", "N", "H", "C", "H", "C", "C", "H"],
  "positions_angstrom": [[4.112, 2.324, 3.982], [-1.503, 0.439, 1.145], [-2.749, -2.053, -4.121], [4.759, -1.903, 0.460], [1.622, 3.852, 3.182], [-4.800, 3.457, -5.813], [-5.606, -0.808, 1.658], [4.168, 0.286, 5.619], [2.139, 0.422, 5.147], [0.502, 0.865, 1.217], [4.300, -2.602, -0.598], [0.159, 0.999, 4.817], [2.814, 1.762, 2.746], [2.615, -3.208, -3.009], [0.371, -2.515, -5.237], [-1.975, -4.336, -4.109], [1.505, 4.419, 0.808], [-0.692, 3.295, -0.870], [-2.994, 2.712, -4.922], [4.174, 4.165, -0.547], [1.322, -3.323, -0.211], [-0.426, -1.283, 1.632], [3.374, -3.954, -2.807], [2.424, -2.145, -2.143], [3.163, -0.531, 3.595], [4.411, 3.344, 3.721], [-1.395, -2.831, -1.134], [0.528, 2.506, 2.969], [-3.772, -0.434, -0.435], [2.535, 3.175, 5.595], [5.561, -2.229, 0.970], [-4.366, -1.676, -0.213], [-4.122, 0.619, 0.414], [-5.284, 1.271, 2.095], [-1.796, -1.789, 3.196], [2.939, 1.143, -2.355], [0.018, -3.960, 1.352], [3.059, -0.761, -0.230], [3.697, 2.308, 5.394], [1.457, 2.542, -0.880], [-5.273, -1.866, 0.825], [0.636, -3.007, 0.566], [-4.372, 2.793, -5.070], [-5.302, 0.607, -2.656], [2.584, 1.637, -3.171], [-1.093, -5.004, -2.267], [3.326, 0.958, 5.807], [-3.268, 1.091, -3.145], [0.740, -1.370, -3.448], [-2.902, -3.392, -5.797], [5.007, 1.700, 3.881], [-3.663, 1.593, 0.272], [3.626, 2.012, -1.467], [0.603, 3.655, -0.612], [1.037, 1.363, 5.353], [-1.409, -4.243, 2.942], [-1.831, -5.282, -4.616], [0.417, -1.694, 0.678], [-6.311, -0.953, 2.468], [-0.733, 0.447, -1.270], [3.272, -1.874, -0.979], [3.176, 4.069, -0.375], [2.731, 2.952, -0.861], [0.813, 1.385, 6.424], [-2.346, 3.320, -5.542], [-3.216, -1.227, -4.649], [-4.650, 1.193, -3.297], [-1.374, 1.838, -3.800], [-6.278, 2.112, -4.357], [-0.041, -0.635, -3.593], [-2.330, -1.871, -2.805], [2.373, 0.220, 3.712], [1.465, -1.239, -2.351], [-0.814, 0.487, 2.776], [-5.719, -2.841, 0.983], [2.333, 3.218, 6.670], [-1.734, -2.957, -2.156], [-2.572, -3.272, -4.770], [-1.108, -2.176, 2.455], [4.191, -0.065, 1.429], [-0.747, 2.284, -0.839], [-0.592, 0.212, 1.727], [0.235, -5.010, 1.208], [1.887, -3.350, -4.115], [-0.890, -3.531, 2.313], [1.470, -0.192, 3.259], [4.363, 2.541, -1.922], [0.908, 0.454, -0.641], [0.663, 3.927, 0.814], [1.451, 2.811, 3.461], [-5.030, 0.439, 1.448], [-2.417, -0.121, -1.849], [-2.448, 1.870, -3.962], [-1.560, -4.177, -2.792], [-4.118, -2.511, -0.859], [1.326, 2.723, 4.921], [3.576, 0.412, -2.642], [4.014, -0.806, 0.665], [2.781, 4.181, 5.246], [-5.202, 2.038, -4.253], [0.967, -2.419, -4.339], [3.132, 0.976, 6.884]],
  "lowdin_charge": [-0.3500, 0.0951, -0.1003, 0.0325, 0.0827, 0.0902, -0.1162, 0.1165, -0.1505, -0.3892, 0.1278, 0.1150, 1.0424, -0.0755, 0.1077, -0.1166, 0.0367, -0.0886, -0.0970, 0.0098, 0.0931, -0.2442, 0.1117, -0.2279, 0.0729, 0.0761, 0.0851, 0.0693, -0.2699, -0.2098, 0.1509, -0.1069, -0.1176, 0.0960, 0.1176, -0.0251, -0.0737, 0.1068, -0.1631, -0.0603, -0.1074, -0.1396, -0.1149, 0.0958, 0.0982, 0.0971, -0.2181, -0.2769, -0.0922, 0.0942, 0.0689, 0.1094, -0.0493, -0.2276, -0.1966, 0.1023, 0.0935, 0.1018, 0.0901, -0.4082, -0.3488, 0.0763, -0.5781, 0.1192, 0.0946, 0.0944, -0.1102, 0.0908, 0.0916, 0.0902, -0.2763, -0.3289, 0.0825, 0.1089, 0.0915, 0.1176, -0.1286, -0.1087, -0.0103, 0.0759, -0.0022, -0.3117, 0.0975, 0.0928, -0.0696, 0.0624, 0.1048, 0.7585, -0.0901, -0.3183, -0.0979, 0.8488, -0.1046, -0.0996, 0.0855, -0.1472, 0.0742, -0.1309, 0.1215, -0.1070, -0.1019, 0.1171]
}

---

[2]
{
  "formula": "C38H45BCdF3N7O5S4",
  "method": "ωB97M-V with the def2-TZVPD basis set",
  "fmax_ha_per_bohr": 0.008,
  "e_above_lowest_kj_mol": 0.0,
  "total_charge": 0,
  "multiplicity": 1,
  "total_energy_ha": -4319.68190,
  "gap_ev": 7.56,
  "elements": ["H", "H", "O", "C", "H", "C", "H", "N", "N", "H", "C", "H", "C", "C", "N", "C", "C", "H", "N", "C", "S", "C", "H", "S", "O", "H", "C", "C", "C", "H", "H", "C", "C", "C", "H", "H", "C", "H", "C", "H", "C", "H", "C", "B", "H", "C", "C", "H", "N", "H", "C", "H", "H", "H", "H", "C", "F", "H", "H", "C", "F", "H", "H", "H", "O", "C", "C", "H", "C", "H", "H", "N", "H", "H", "C", "S", "H", "H", "C", "C", "H", "C", "H", "C", "C", "O", "H", "H", "H", "N", "F", "C", "H", "H", "S", "H", "Cd", "H", "H", "C", "C", "C", "O", "C"],
  "positions_angstrom": [[-5.260, 2.107, 1.917], [-0.201, 6.493, -0.995], [2.628, 0.512, -3.906], [-0.353, -0.222, 5.049], [1.104, 2.178, -4.687], [0.368, -1.411, -1.705], [2.205, -4.053, 1.982], [0.614, -2.734, 0.236], [-2.078, -1.357, 1.046], [-4.426, -3.552, 3.980], [-5.021, -3.117, 1.298], [-2.396, -3.915, 0.893], [-2.704, -3.809, 1.933], [-0.033, 1.205, 4.584], [0.857, 3.798, -2.638], [1.333, 4.408, -0.296], [-0.660, 6.075, -3.057], [-3.105, -4.763, 2.281], [0.177, 0.525, 2.312], [-4.048, -0.206, 1.686], [-1.499, 2.411, 0.135], [1.062, -3.715, -0.517], [-1.149, 2.982, 3.993], [4.043, 0.899, -3.992], [4.222, 2.162, -3.274], [-5.819, -2.382, 1.415], [-1.032, 5.337, -5.406], [2.095, 0.681, 0.937], [2.086, 1.636, 3.133], [0.670, -7.019, 0.310], [0.556, -0.767, 5.314], [-0.046, 3.260, -6.124], [2.849, -5.447, -0.307], [-1.341, 1.949, 4.290], [0.116, 2.535, -6.911], [4.143, 2.559, 0.854], [1.142, -3.585, -1.925], [-1.626, 6.223, -5.598], [-3.259, -1.389, 1.579], [-0.998, -0.190, 5.930], [4.138, 1.937, 1.746], [2.860, -5.701, -1.368], [2.756, 1.429, 1.966], [-0.185, -0.229, 0.088], [-3.255, -2.238, 4.151], [-3.578, 0.982, 1.238], [0.801, -2.426, -2.574], [-1.255, 6.965, -3.226], [-1.604, -0.179, 0.606], [-0.577, -5.777, 0.132], [-2.253, 1.013, 0.661], [-0.113, -2.017, -4.455], [1.499, -4.426, -2.506], [-4.608, 2.616, 0.342], [2.557, 2.199, 3.926], [0.879, -2.225, -4.048], [3.640, 2.515, -6.032], [1.278, -3.113, -4.536], [0.515, -4.534, 2.076], [-4.119, -2.584, 3.579], [3.693, 0.413, -6.546], [1.518, -1.372, -4.273], [-1.890, 1.462, 3.484], [4.836, 1.114, 1.582], [2.055, 3.361, -0.203], [0.783, 1.118, 3.298], [0.678, 4.663, -1.668], [1.786, -5.765, 2.157], [-0.476, 5.157, -4.119], [-5.399, -4.079, 1.649], [-1.970, 1.959, 5.183], [0.804, 0.361, 1.136], [-1.246, 4.554, -7.371], [4.463, 2.528, 2.601], [0.300, 4.008, -3.866], [2.957, 0.095, -0.433], [-5.026, -0.259, 2.150], [-1.811, -3.572, 2.513], [-0.821, 4.410, -6.386], [0.504, 3.057, -4.891], [-4.793, -3.206, 0.234], [-3.768, -2.725, 2.092], [1.679, 1.448, 5.915], [1.491, -4.824, 1.691], [-0.094, 5.834, -1.844], [1.111, 5.238, 0.572], [0.396, -6.266, -1.264], [-4.941, -1.885, 3.745], [-0.865, -0.773, 4.259], [0.272, -1.639, -0.404], [5.530, 1.460, -6.087], [0.422, -6.080, -0.188], [0.938, 2.976, 5.404], [3.592, -4.667, -0.134], [-0.144, 0.262, -1.808], [3.158, -6.337, 0.243], [2.200, 2.067, -1.994], [-3.737, 3.031, 1.795], [0.135, 1.955, 6.594], [0.732, 1.941, 5.681], [-4.349, 2.254, 1.338], [1.460, -5.008, 0.174], [5.002, -0.131, -3.755], [4.243, 1.353, -5.772]],
  "lowdin_charge": [0.0816, 0.1199, -0.4396, -0.0403, 0.0772, -0.4795, 0.0893, 0.2195, 0.1891, 0.0885, -0.0407, 0.0730, -0.0654, -0.5369, 0.0727, -0.6510, 0.0153, 0.0878, 0.1743, 0.0532, 0.7390, -0.1868, 0.0964, 0.4463, -0.3892, 0.0792, -0.0312, -0.6168, 0.0825, 0.0902, 0.0891, -0.0614, -0.0406, -0.0312, 0.1093, 0.0717, 0.0859, 0.1142, -0.2149, 0.0862, -0.0605, 0.0769, -0.2469, -0.8825, 0.0837, -0.2581, -0.1896, 0.1208, -0.0289, 0.0804, -0.6728, 0.0986, 0.1265, 0.0879, 0.1196, -0.0098, 0.1312, 0.0893, 0.0673, -0.0393, 0.1301, 0.0629, 0.0632, 0.0786, -0.1636, -0.1855, -0.1928, 0.0883, -0.1493, 0.0872, 0.0888, 0.0387, 0.1045, 0.0862, -0.2020, 0.6571, 0.1212, 0.0763, -0.0735, -0.0165, 0.0916, -0.5513, 0.0866, -0.0526, 0.0176, 0.0415, 0.0833, 0.0786, 0.0668, -0.0190, 0.1450, -0.0334, 0.0909, 0.0969, 0.9169, 0.0891, 1.3121, 0.0682, 0.0881, -0.0615, -0.0690, -0.5508, -0.2624, -0.6730]
}